{"formula": "C5H9LiNdO4", "method": "wB97M-V/def2-TZVPD", "symbols": ["O", "C", "C", "O", "C", "C", "O", "C", "Li", "H", "H", "H", "H", "H", "H", "H", "H", "Nd", "O", "H"], "xyz": [[-2.3832, 0.2834, 1.4760], [-2.7054, 0.5879, 0.3039], [-1.7962, 0.6754, -0.7801], [-0.4645, 0.6809, -0.3215], [0.4979, -0.1364, -0.9550], [1.7301, -0.1189, -0.0833], [1.3379, -0.4860, 1.2295], [2.4161, -0.6022, 2.1384], [-0.4654, 0.1883, 1.6128], [-3.7699, 0.7912, 0.0709], [0.7506, 0.2392, -1.9588], [0.1175, -1.1701, -1.0380], [2.1757, 0.8895, -0.0659], [2.4741, -0.8304, -0.4741], [1.9971, -0.8659, 3.1157], [3.1097, -1.3903, 1.8089], [2.9604, 0.3516, 2.2208], [-3.0159, -1.1067, -2.6499], [-2.9303, 0.5341, -4.0317], [-2.0363, 1.4855, -1.6186]], "forces_ev_per_a": [[0.113, -0.031, -0.372], [0.300, 0.009, -0.003], [-0.991, 1.108, -1.753], [0.048, 0.030, 0.277], [0.051, -0.048, -0.393], [0.378, 0.153, -0.273], [-0.629, -0.013, 0.021], [0.571, -0.036, 0.371], [-0.259, 0.098, -0.103], [0.107, -0.011, 0.044], [-0.097, -0.084, 0.199], [0.010, 0.118, 0.015], [-0.093, -0.242, -0.031], [-0.141, 0.170, 0.097], [0.146, 0.033, -0.259], [-0.178, 0.204, 0.125], [-0.124, -0.250, -0.024], [0.613, 6.358, -4.382], [-0.333, -5.859, 4.739], [0.506, -1.707, 1.705]], "mulliken_spin": [0.00, -0.01, 0.01, 0.00, 0.00, 0.00, 0.00, 0.00, 0.00, 0.00, 0.00, 0.00, 0.00, 0.00, 0.00, 0.00, 0.00, 3.18, -0.18, 0.00], "charge": 1, "e_homo_ev": [-12.035, -12.105], "e_lumo_ev": [-4.765, -4.700], "max_force_ev_per_a": 7.75, "multiplicity": 4}